The following is a quantum chemistry calculation of a cluster of 4 separate species, H7O3S in total, from OMol25.

CARTESIAN COORDINATES (ANGSTROEM)
1 S -0.8791 -0.3185 -1.7184
2 H 0.0227 -1.2815 -1.9537
3 H 1.6915 2.7430 1.8064
4 H 2.5074 1.5153 1.4210
5 O 2.4733 2.2379 2.0691
6 H 1.3069 -0.3836 0.8645
7 H 1.3769 -0.1168 -0.6090
8 O 1.8034 0.1426 0.2273
9 H -3.4006 -2.2688 -0.8706
10 H -3.0938 -0.8112 -0.6912
11 O -3.8085 -1.4584 -0.5454

M	87.12	g mol⁻¹
charge	-1
relative energy (zero: lowest compared OMol25 entry of this formula, charge and spin)	9.9	kcal per mole
multiplicity	1



The following is a quantum chemistry calculation of a cluster of 40 separate species, H80O40 in total, from OMol25.

CARTESIAN COORDINATES (ANGSTROEM)
1 H 0.5444 6.2410 1.3331
2 H 0.1311 5.9163 -0.2558
3 O 0.0589 6.4475 0.5366
4 H -4.4366 -1.6453 3.9882
5 H -3.7868 -2.3648 2.6517
6 O -4.2026 -2.4426 3.5156
7 H 0.3103 3.9831 -3.4868
8 H 0.9537 5.2986 -3.1603
9 O 0.5124 4.5537 -2.7244
10 H 0.3215 0.4470 -3.4946
11 H -0.3799 -0.8972 -3.8231
12 O -0.2820 0.0193 -4.1005
13 H 3.0579 -0.3098 4.0590
14 H 3.8579 0.5812 3.1333
15 O 3.8985 0.1514 3.9930
16 H -3.4556 0.0805 -4.4503
17 O -4.2737 -0.4042 -4.3410
18 H 4.4845 1.1728 0.5832
19 O 4.1561 0.3611 0.9844
20 H -0.9155 1.1533 0.2417
21 H -0.4018 -0.3336 0.1244
22 O -0.3680 0.5471 -0.2718
23 H -1.1053 -2.1367 1.4385
24 H -1.4480 -0.8709 2.0585
25 O -0.6472 -1.4066 1.8737
26 H 0.5280 -5.7478 0.1691
27 H -0.5387 -6.0859 -0.8250
28 O 0.4096 -6.1760 -0.6827
29 H -1.0757 1.8529 2.0919
30 H -2.7476 1.5853 2.0484
31 O -1.8445 1.2476 2.1870
32 H -3.3804 -4.5001 1.4300
33 O -2.7644 -4.3378 2.1520
34 H 1.9583 -4.6882 2.3949
35 H 2.2770 -5.8721 1.4177
36 O 2.0826 -4.9321 1.4748
37 H 0.7061 3.6554 2.1033
38 H 0.9465 2.2298 2.3560
39 O 0.2495 2.8929 2.4832
40 H 1.2825 1.1525 -1.3137
41 H 2.1204 2.1411 -0.6203
42 O 2.1137 1.6357 -1.4373
43 H -4.4714 1.9588 1.0074
44 H -3.5310 1.1939 0.1230
45 O -4.0629 1.0846 0.9163
46 H -3.8939 -1.6702 -3.0466
47 H -3.7288 -1.1798 -1.7255
48 O -4.1285 -1.9514 -2.1468
49 H 1.9261 -4.4723 -2.3350
50 H 1.2330 -5.4063 -3.1581
51 O 1.6825 -4.5588 -3.2883
52 H 5.0365 0.8796 -3.6427
53 O 4.1403 0.8639 -3.9993
54 H 2.3520 -0.6755 -4.5617
55 H 2.3905 -1.5115 -5.7981
56 O 2.3848 -0.5756 -5.5535
57 H -3.8359 -5.2886 -1.2231
58 O -3.4972 -4.4145 -1.0036
59 H 3.1151 -0.5406 -2.5512
60 H 1.5785 -0.5742 -2.1958
61 O 2.2149 -0.4682 -2.9196
62 H 1.6541 -3.1017 0.3992
63 H 0.7758 -1.9766 0.1466
64 O 0.7983 -2.9394 -0.0335
65 H -3.2311 -2.1553 0.5309
66 H -2.9129 -0.8587 -0.3831
67 O -2.6315 -1.4326 0.3162
68 H 4.3532 -1.8141 1.1698
69 H 4.0362 -2.4371 2.5367
70 O 4.1713 -2.6512 1.6099
71 H 1.3838 1.1410 5.1780
72 H 0.2649 2.0000 4.7813
73 O 1.2325 1.9800 4.7251
74 H -0.6392 2.4202 -2.9970
75 H -0.2883 1.5100 -1.8672
76 O -1.0028 2.0835 -2.1470
77 H -1.2566 3.4611 -0.9129
78 H -0.2544 3.9165 0.0031
79 O -1.1554 4.1637 -0.2401
80 H 2.8232 4.2098 -1.3080
81 H 2.1340 4.9186 -0.2286
82 O 2.6467 4.1049 -0.3619
83 H -3.2822 4.6789 2.9570
84 H -2.7969 4.5505 1.4775
85 O -3.2544 4.0984 2.1943
86 H -0.2034 2.3884 -5.5970
87 H 0.8780 2.3106 -4.4782
88 O 0.0176 2.6950 -4.7079
89 H 2.5515 2.7800 3.4058
90 O 3.4588 2.9111 3.0885
91 H -2.4639 -1.7384 4.9507
92 H -1.9070 -2.8522 5.8287
93 O -1.7214 -2.3411 5.0352
94 H 4.2334 0.8434 -4.9598
95 H -4.7266 0.1751 -3.7194
96 H -3.2783 -4.0030 -1.8479
97 H 3.2119 0.2196 0.9972
98 H -3.2018 -4.1945 2.9956
99 H 3.8938 2.8196 3.9510
100 O -5.4383 -1.4690 1.2844
101 H -5.6675 -0.9878 2.0883
102 H -5.9237 -2.2771 1.5015
103 O -3.5349 1.0863 -2.5096
104 H -2.7483 1.1404 -3.0592
105 H -3.5251 1.4564 -1.6292
106 O 1.7496 -0.6552 1.7210
107 H 0.9430 -0.2419 2.0704
108 H 1.4806 -1.5097 2.0940
109 O 5.8574 3.0723 -0.2426
110 H 5.9848 2.6034 0.5883
111 H 4.9625 3.4223 -0.3342
112 O -1.4054 0.5324 5.0250
113 H -1.5884 0.2235 5.9194
114 H -1.3737 -0.3028 4.5187
115 O 4.3343 -1.2358 -1.4491
116 H 5.2579 -1.4861 -1.6096
117 H 4.4340 -0.2720 -1.6035
118 O -1.4718 -2.2728 -2.4469
119 H -1.4350 -2.7179 -3.3008
120 H -1.0148 -2.8816 -1.8488

M	720.60	g mol⁻¹
relative energy (zero: lowest compared OMol25 entry of this formula, charge and spin)	183.8	kcal per mole
multiplicity	1



The following is a quantum chemistry calculation of a cluster of 40 separate species, H80O40 in total, from OMol25.

CARTESIAN COORDINATES (ANGSTROEM)
1 H -0.8078 3.6809 3.1096
2 H -2.0304 3.8439 2.1528
3 O -1.1689 3.4612 2.2661
4 H -5.2363 -3.0423 2.0552
5 H -4.5839 -1.9169 0.9466
6 O -4.6500 -2.2391 1.9861
7 H 1.8740 -2.1033 -0.4475
8 H 3.1951 -2.7020 -0.1950
9 O 2.7808 -1.8528 -0.4005
10 H 1.8074 -3.5741 -2.5044
11 H 1.5227 -2.0859 -2.4010
12 O 1.0279 -2.8844 -2.7611
13 H -1.0887 -2.2932 0.8209
14 H -1.4431 -2.6229 -0.5993
15 O -0.5745 -2.6192 -0.1530
16 H 0.5459 -0.1666 3.7325
17 O -0.0310 0.7677 3.7782
18 H -3.4341 3.0256 -0.3761
19 O -3.1625 2.9122 0.5030
20 H -0.3653 5.8613 -1.0478
21 H 0.7767 5.4102 -0.3290
22 O -0.1767 5.6037 -0.1118
23 H 2.0950 0.3434 5.1349
24 H 2.4002 -1.0550 5.2141
25 O 2.6192 -0.2913 5.5925
26 H -1.2186 4.2505 -2.2768
27 H -1.6955 4.7182 -3.4502
28 O -1.8292 4.8448 -2.4932
29 H -5.0460 2.0607 -0.7378
30 H -6.4597 1.6368 -0.8536
31 O -5.9146 2.4519 -0.6182
32 H -0.2860 0.9001 0.4997
33 O -0.4304 0.1906 1.1813
34 H 0.5249 2.5831 -6.4159
35 H 0.1334 1.0250 -6.6486
36 O -0.2110 1.8801 -6.4955
37 H -2.2711 -2.1593 4.4559
38 H -3.4070 -1.1401 5.3571
39 O -2.5314 -1.5624 5.3103
40 H -4.3749 0.5751 1.9659
41 H -3.6533 1.4490 1.0012
42 O -4.2027 0.6821 0.9481
43 H 0.1913 2.1638 -2.1748
44 H 1.4766 3.1002 -2.0182
45 O 0.5792 3.0120 -1.6463
46 H 1.8984 3.0130 3.5065
47 H 1.3525 4.0545 4.5268
48 O 1.5614 3.9139 3.5826
49 H -0.4559 1.8097 5.9380
50 H 1.0979 1.6671 6.1352
51 O 0.3077 2.2497 6.3247
52 H -0.7592 -2.2834 5.0255
53 O -0.3420 -3.1276 5.1130
54 H -1.5683 -4.2309 -3.7907
55 H -1.0150 -3.8916 -5.1202
56 O -0.8321 -3.6927 -4.1963
57 H 4.3994 4.1330 0.1261
58 O 4.3014 4.4629 0.9635
59 H 0.9695 2.8809 -0.2858
60 H 0.6137 3.1778 1.1589
61 O 1.0107 2.3780 0.6948
62 H 4.8274 -3.6301 -2.0027
63 H 4.7008 -3.5676 -0.4507
64 O 4.5322 -3.2668 -1.2634
65 H 0.4002 2.0300 -3.9808
66 H 1.8582 2.1265 -3.5416
67 O 1.0987 1.4771 -3.7372
68 H -1.4191 -4.8549 2.1984
69 H -0.9840 -6.0800 1.9392
70 O -0.7609 -5.3409 2.2818
71 H -2.9441 1.9019 -3.9136
72 H -1.4851 2.0835 -4.7424
73 O -1.9300 1.9665 -3.8172
74 H -3.2690 -2.3051 -4.3513
75 H -3.0034 -1.2932 -5.3482
76 O -2.6901 -2.2208 -5.1247
77 H 3.9149 3.4407 4.5311
78 H 3.8591 1.7800 4.3547
79 O 3.2968 2.6545 4.6700
80 H 2.4412 -1.8908 2.4006
81 H 1.9064 -2.6708 3.3090
82 O 2.1383 -1.7846 3.3488
83 H 2.6119 1.7252 2.4829
84 H 2.2939 1.6210 1.2185
85 O 2.9371 1.1471 1.7037
86 H 4.0596 2.4075 -2.7642
87 H 3.6794 3.4018 -4.0151
88 O 3.2931 2.7718 -3.2847
89 H 4.5686 1.3632 0.7351
90 O 5.4437 1.2222 0.6903
91 H -0.3902 -1.6432 -5.4548
92 H 0.5767 -1.5166 -6.5450
93 O -0.3161 -1.2518 -6.5097
94 H -0.4451 -3.2097 6.1270
95 H -0.4810 0.9104 2.9808
96 H 4.2325 3.6929 1.6061
97 H -2.3629 3.0122 0.8310
98 H 0.5832 -0.1561 1.2962
99 H 5.9717 0.7879 1.1686
100 O 0.0858 -0.1209 -1.6358
101 H -0.0230 -1.0975 -1.5701
102 H 0.1360 0.1737 -2.4553
103 O 0.9361 -6.1007 -3.0113
104 H 0.2080 -5.8031 -3.6475
105 H 0.7399 -5.9095 -2.1036
106 O -2.7952 -0.2405 -2.0184
107 H -1.9324 -0.0229 -2.4545
108 H -2.6375 0.1174 -1.0839
109 O 1.4697 -4.2004 1.7022
110 H 0.5589 -4.2150 1.9056
111 H 1.9984 -4.7717 2.2312
112 O -4.4772 0.8303 -3.5569
113 H -5.2205 0.3059 -3.9912
114 H -4.1577 0.1463 -3.1037
115 O -1.8955 -1.9058 2.3176
116 H -1.5935 -1.0363 2.3351
117 H -2.8672 -1.9905 2.2450
118 O 1.6982 -4.7737 -0.8927
119 H 2.1757 -4.8051 -0.0672
120 H 1.0421 -4.0588 -0.7300

M	720.60	g mol⁻¹
relative energy (zero: lowest compared OMol25 entry of this formula, charge and spin)	385.8	kcal per mole
multiplicity	1



The following is a quantum chemistry calculation of a cluster of 40 separate species, H80O40 in total, from OMol25.

CARTESIAN COORDINATES (ANGSTROEM)
1 H 0.7514 4.1383 5.5130
2 H 0.7789 4.8413 4.1665
3 O 1.1163 4.0511 4.6349
4 H 0.6874 0.9912 -4.5452
5 H 0.6792 2.3778 -5.3775
6 O 0.9880 1.4967 -5.2948
7 H -1.6010 0.8277 1.2172
8 H -2.6745 0.8554 2.2043
9 O -2.2274 0.2544 1.6427
10 H 0.0251 0.9161 -0.9975
11 H -1.0176 1.7943 -1.5660
12 O -0.0213 1.8019 -1.4582
13 H -3.3877 -1.5798 -2.8297
14 H -4.1554 -1.1272 -4.1080
15 O -4.1205 -1.0554 -3.1543
16 H 0.7080 0.6769 5.5588
17 O -0.2268 0.6822 5.8490
18 H 3.6128 -2.7510 1.7934
19 O 2.9346 -2.1716 2.1312
20 H 2.7970 2.0158 -3.8539
21 H 2.9933 1.2290 -5.1848
22 O 3.2730 2.0292 -4.7095
23 H 1.8376 -2.3006 -3.4183
24 H 0.8383 -2.8214 -2.4434
25 O 1.6549 -2.1648 -2.4826
26 H 1.6429 1.1618 -1.9857
27 H 2.8867 0.3604 -2.5151
28 O 2.0539 0.6893 -2.7620
29 H -3.2506 3.8698 -1.0053
30 H -3.9175 2.5621 -0.4621
31 O -4.0457 3.5600 -0.5600
32 H -0.7667 4.5979 -0.0605
33 O -0.9579 4.6154 -1.0580
34 H -0.8430 -2.4804 2.2484
35 H -0.5296 -2.7652 3.7790
36 O -1.1097 -3.0050 3.0062
37 H 1.8612 3.6863 -1.8676
38 H 2.4198 2.5390 -2.8167
39 O 2.6120 3.1190 -2.0132
40 H 1.0260 0.8139 1.2853
41 H 0.4106 -0.5636 2.2660
42 O 0.4706 0.0420 1.4266
43 H 4.1751 0.3725 4.5752
44 H 4.6774 -0.2535 3.4194
45 O 4.0931 -0.5160 4.1759
46 H -4.7932 3.2625 -2.7932
47 H -4.6918 2.4732 -4.1227
48 O -5.2992 2.7457 -3.4355
49 H 5.3170 1.9230 0.0888
50 H 4.4733 1.4209 -1.2973
51 O 4.8176 1.3405 -0.4404
52 H 0.4571 0.0035 -6.1855
53 O 0.4161 -0.8565 -6.7115
54 H 2.9729 -2.4631 4.7219
55 H 2.1698 -3.6315 5.5885
56 O 2.1515 -2.7853 5.2212
57 H 2.6410 -1.3244 -4.5930
58 O 2.7589 -1.3499 -5.6082
59 H -1.2036 3.2191 -5.0126
60 H -2.6346 3.0263 -4.6329
61 O -1.7700 2.8860 -4.3424
62 H 2.9171 -4.1535 -0.9076
63 H 2.3541 -4.9999 -1.9911
64 O 2.2177 -4.8437 -1.0127
65 H 0.5588 -1.7022 0.0794
66 H 0.8248 -2.5612 1.0025
67 O 0.0652 -2.4194 0.4445
68 H -3.7307 0.3651 5.5080
69 H -2.5820 1.2638 5.2686
70 O -3.1535 0.9611 5.9762
71 H 6.4255 -0.9559 0.4338
72 H 6.1105 -1.6458 1.9083
73 O 5.9546 -1.5251 0.9929
74 H -5.4316 -1.5537 0.7555
75 H -5.9208 -1.4349 -0.5301
76 O -6.0930 -0.9495 0.2805
77 H -0.1633 -4.3295 -0.8771
78 H 0.1632 -5.4373 -0.0167
79 O -0.5961 -4.8312 -0.2029
80 H -2.8196 3.2740 3.1568
81 H -4.0409 2.4742 2.9357
82 O -3.3487 2.8992 2.4400
83 H 3.9923 4.2028 3.2353
84 H 4.0818 4.5167 1.7486
85 O 4.0333 4.9354 2.6117
86 H -1.4191 -2.9830 -3.5398
87 H -1.1127 -4.4754 -3.2002
88 O -0.7524 -3.6178 -3.3144
89 H -2.9337 -4.2711 -0.9511
90 O -3.3853 -3.6843 -1.5217
91 H -2.6111 -2.9165 1.2403
92 H -2.1860 -4.4424 1.3741
93 O -2.9595 -3.7720 1.3202
94 H 1.3587 -1.0757 -6.5610
95 H -0.0283 0.1161 6.5860
96 H 3.1005 -0.4556 -5.8090
97 H 2.2000 -2.3547 2.6486
98 H -0.5821 3.7305 -1.2282
99 H -4.0282 -2.9988 -1.5096
100 O -3.3766 -1.4588 3.9918
101 H -3.9787 -1.3739 3.2884
102 H -2.5115 -1.8490 3.8934
103 O -3.8846 1.3285 -2.0776
104 H -3.5916 0.4486 -1.8198
105 H -4.7721 1.4341 -1.7716
106 O 0.4813 -1.3137 3.7353
107 H 1.3528 -1.7475 4.0101
108 H -0.0541 -0.9401 4.4848
109 O -0.9626 4.9835 1.8473
110 H -1.8696 4.8595 2.0603
111 H -0.2593 4.6358 2.4698
112 O -1.3803 -0.5027 -1.3465
113 H -0.7030 -1.1754 -1.4280
114 H -1.8160 -0.4498 -0.4715
115 O 5.0231 -3.2518 -1.3507
116 H 4.9605 -3.1890 -2.2862
117 H 5.6693 -2.9805 -0.7466
118 O -0.6719 2.6299 2.0668
119 H -0.6385 1.8920 2.6738
120 H -0.4310 2.3689 1.1940

M	720.60	g mol⁻¹
relative energy (zero: lowest compared OMol25 entry of this formula, charge and spin)	319.7	kcal per mole
multiplicity	1



Record order is preserved below.
LUMO level: 3.977, -0.316, -0.662, -0.951 eV
Record order is preserved below.
Largest force on an atom: 0.595, 1.726, 12.068, 4.157 eV/A
Record order is preserved below.
Gap between HOMO and LUMO: 7.508, 9.729, 9.667, 9.084 eV